[1]
This record from the Open Molecules 2025 dataset describes a molecular structure, C38H32N10O6RhS. The level of theory is ωB97M-V/def2-TZVPD.

Geometry as ORCA input:
```
! RIJCOSX wB97M-V def2-TZVPD def2/J DEFGRID3
* xyz 1 1
Rh 0.502 -0.937 -1.395
C 0.224 -5.143 -2.053
O 0.968 -3.972 -1.727
C 2.156 -4.179 -1.106
C 2.604 -5.459 -0.774
C 3.846 -5.654 -0.200
C 4.682 -4.578 0.041
C 4.256 -3.306 -0.282
C 2.990 -3.079 -0.827
N 2.585 -1.728 -1.137
N 3.497 -0.902 -0.916
C 3.437 0.447 -1.126
C 2.491 1.011 -1.996
O 1.585 0.238 -2.521
C 2.562 2.388 -2.328
C 3.509 3.164 -1.735
C 4.458 2.638 -0.812
C 5.431 3.469 -0.216
C 6.364 2.947 0.639
C 6.357 1.572 0.927
C 5.420 0.740 0.370
C 4.449 1.255 -0.513
H 0.786 -5.781 -2.738
H -0.684 -4.810 -2.540
H -0.039 -5.706 -1.155
H 1.985 -6.317 -0.980
H 4.164 -6.658 0.041
H 5.663 -4.725 0.469
H 4.904 -2.464 -0.112
H 1.856 2.785 -3.042
H 3.552 4.223 -1.960
H 5.429 4.526 -0.453
H 7.111 3.587 1.089
H 7.106 1.164 1.592
H 5.421 -0.315 0.601
C 1.142 1.635 3.222
N 0.989 0.527 2.284
C 1.218 0.539 0.986
N 0.955 -0.679 0.496
C 0.524 -1.386 1.579
N 0.544 -0.684 2.676
C 0.154 2.748 2.965
C 0.503 4.054 3.295
C -0.400 5.090 3.099
C -1.650 4.834 2.565
C -1.997 3.529 2.229
C -1.097 2.488 2.433
C -3.306 3.242 1.655
N -4.254 4.048 1.326
N -5.274 3.264 0.812
C -4.861 2.046 0.866
O -3.614 1.949 1.397
C -5.486 0.812 0.417
C -6.655 0.821 -0.340
C -7.145 -0.370 -0.845
C -6.463 -1.561 -0.631
C -5.305 -1.569 0.134
C -4.473 -2.812 0.324
N -3.189 -2.675 -0.361
C -2.071 -2.099 0.070
N -1.166 -2.119 -0.904
C -1.835 -2.687 -1.946
N -3.054 -3.040 -1.646
C -4.839 -0.386 0.675
H 2.163 2.007 3.135
H 1.028 1.191 4.212
H 1.557 1.393 0.430
H 0.270 -2.428 1.541
H 1.483 4.265 3.703
H -0.121 6.101 3.358
H -2.364 5.630 2.403
H -1.378 1.482 2.151
H -7.154 1.759 -0.539
H -8.051 -0.369 -1.436
H -6.830 -2.480 -1.069
H -4.953 -3.698 -0.087
H -4.252 -2.993 1.377
H -1.952 -1.693 1.057
H -1.410 -2.819 -2.925
H -3.929 -0.376 1.258
C -1.742 2.487 -2.658
S -1.714 0.840 -2.011
O -3.048 0.504 -1.591
O -1.123 -0.042 -3.035
O -0.734 0.826 -0.883
H -2.661 2.596 -3.225
H -0.877 2.631 -3.297
H -1.730 3.186 -1.826
*
```

Summary:
Gap between HOMO and LUMO (spin up / spin down)   6.512 / 6.513 eV
HOMO energy (spin up / spin down)   -10.55 / -10.55 eV
ΔE to the lowest compared entry with this formula, charge and spin   9.3 kcal per mole


[2]
This record from the Open Molecules 2025 dataset describes 2 unconnected molecules or ions with the total composition C5H8N2O2. The level of theory is ωB97M-V/def2-TZVPD.

Geometry as ORCA input:
```
! RIJCOSX wB97M-V def2-TZVPD def2/J DEFGRID3
* xyz 0 1
C -3.037 -0.143 0.044
C 1.436 -1.415 -0.038
C -0.131 -1.385 -0.353
C 1.664 0.062 0.271
C 0.182 2.069 0.131
N -0.514 0.021 -0.453
N 0.540 0.719 -0.006
O -2.969 -1.156 0.599
O -3.215 0.936 -0.333
H 1.706 -2.123 0.888
H 2.197 -1.600 -0.898
H -0.326 -1.821 -1.360
H -0.555 -1.998 0.395
H 2.480 0.457 0.685
H 0.413 2.676 -0.898
H -0.830 2.255 0.484
H 0.961 2.447 0.843
*
```

Summary:
Gap between HOMO and LUMO (spin up / spin down)   8.077 / 8.078 eV
HOMO energy (spin up / spin down)   -7.27 / -7.27 eV
ΔE to the lowest compared entry with this formula, charge and spin   86.1 kcal per mole


[3]
This record from the Open Molecules 2025 dataset describes a single C21H24FN3O4S molecule. The level of theory is ωB97M-V/def2-TZVPD.

Geometry as ORCA input:
```
! RIJCOSX wB97M-V def2-TZVPD def2/J DEFGRID3
* xyz 0 1
H -7.382 1.565 0.597
N -6.870 1.301 -0.243
C -5.735 0.843 0.066
C -4.768 0.358 -0.981
C -3.358 0.236 -0.467
C -3.028 -0.680 0.533
C -1.738 -0.824 1.014
N -1.496 -1.817 2.008
C -0.672 -2.967 1.605
C -1.241 -4.282 2.110
C -0.443 -5.479 1.563
C -0.742 0.004 0.488
C -1.024 0.929 -0.511
C -2.333 1.018 -0.972
F -2.604 1.925 -1.929
N -0.046 1.776 -1.097
C -0.018 3.147 -0.563
C 1.140 3.462 0.362
O 0.949 4.852 0.730
C 1.948 5.364 1.491
O 3.083 5.488 1.126
C 1.222 1.153 -1.294
C 1.921 1.407 -2.468
C 3.158 0.831 -2.689
C 3.719 -0.033 -1.753
C 5.059 -0.665 -2.025
O 5.263 -1.904 -1.376
O 5.983 -1.608 -0.164
C 3.014 -0.313 -0.592
C 1.781 0.281 -0.364
S 0.903 -0.086 1.124
H -5.394 0.778 1.104
H -5.110 -0.625 -1.317
H -4.809 1.015 -1.846
H -3.807 -1.319 0.929
H -1.150 -1.401 2.861
H -0.579 -2.979 0.518
H 0.347 -2.867 1.995
H -2.290 -4.376 1.834
H -1.177 -4.288 3.199
H 0.146 -5.180 0.693
H -1.095 -6.287 1.237
H 0.259 -5.873 2.296
H -0.023 3.876 -1.376
H -0.941 3.308 -0.006
H 2.107 3.370 -0.130
H 1.106 2.856 1.269
H 1.608 5.703 2.480
H 1.483 2.058 -3.213
H 3.695 1.027 -3.608
H 5.148 -0.884 -3.092
H 5.870 0.015 -1.762
H 5.555 -2.213 0.455
H 3.406 -0.994 0.149
*
```

Summary:
Structure (SMILES)   [H]/N=C/Cc1cc(NCCC)c2c(c1F)N(CCOC=O)c1ccc(COO)cc1S2
Gap between HOMO and LUMO   8.620 eV
HOMO energy   -8.27 eV
ΔE to the lowest compared entry with this formula, charge and spin   128.4 kcal per mole


[4]
This record from the Open Molecules 2025 dataset describes a molecular structure, C19H22BN3O2. The level of theory is ωB97M-V/def2-TZVPD.

Geometry as ORCA input:
```
! RIJCOSX wB97M-V def2-TZVPD def2/J DEFGRID3
* xyz 0 1
N -3.016 -2.348 -2.898
N 0.261 -0.847 -3.181
O -0.738 1.646 2.361
O 0.598 -0.403 2.280
B -0.573 0.276 2.009
C -1.930 -1.650 -2.625
C -3.625 -2.475 -1.700
C -2.609 -0.931 1.450
C -3.398 -1.658 0.651
C -1.510 -0.325 0.899
C -1.109 -0.455 -0.378
C -2.970 -1.814 -0.681
C -0.914 -1.388 -3.588
C 1.200 -0.690 -4.061
C -1.249 -1.606 -4.899
C 0.929 -1.041 -5.420
C -0.288 -1.468 -5.802
N -1.803 -1.231 -1.265
C 2.433 -0.085 -3.549
C 1.002 3.159 3.376
C -0.119 1.368 4.688
C 1.971 1.291 1.240
C 2.642 0.410 3.478
C 0.394 1.725 3.209
C 1.412 0.762 2.558
H -4.536 -3.042 -1.560
H -2.696 -0.793 2.493
H -4.200 -2.272 0.973
H -0.370 0.227 -0.774
H -2.227 -1.838 -5.158
H 1.562 -0.813 -6.205
H -0.477 -1.614 -6.860
H 2.761 0.714 -4.207
H 3.235 -0.817 -3.428
H 2.376 0.404 -2.618
H 0.443 3.714 4.127
H 2.045 3.122 3.624
H 0.857 3.666 2.426
H 0.701 1.491 5.339
H -0.943 2.045 5.040
H -0.635 0.461 4.575
H 1.184 1.745 0.580
H 2.491 0.519 0.681
H 2.698 2.102 1.473
H 2.790 1.218 4.177
H 3.560 -0.023 2.992
H 2.388 -0.436 4.160
*
```

Summary:
Gap between HOMO and LUMO   7.611 eV
HOMO energy   -7.06 eV
ΔE to the lowest compared entry with this formula, charge and spin   59.6 kcal per mole


[5]
This record from the Open Molecules 2025 dataset describes 7 unconnected molecules or ions with the total composition C37H41BO2S. The level of theory is ωB97M-V/def2-TZVPD.

Geometry as ORCA input:
```
! RIJCOSX wB97M-V def2-TZVPD def2/J DEFGRID3
* xyz 0 1
B 1.808 -2.867 -2.788
S 3.208 -3.062 -1.551
C 2.889 -2.297 0.067
O 4.393 -2.385 -2.163
O 3.434 -4.516 -1.350
H 1.824 -1.913 -3.483
H 1.010 -3.733 -2.853
H 3.553 -1.431 0.156
H 3.189 -3.010 0.842
H 1.850 -2.000 0.245
C -2.100 -3.541 -0.811
C -3.151 -4.411 -0.550
C -4.269 -4.417 -1.375
C -4.337 -3.550 -2.459
C -3.290 -2.675 -2.715
C -2.171 -2.671 -1.892
H -1.226 -3.541 -0.171
H -3.099 -5.085 0.295
H -5.087 -5.096 -1.173
H -5.208 -3.555 -3.102
H -3.347 -1.995 -3.556
H -1.354 -1.988 -2.094
C 3.423 1.367 2.209
C 3.123 1.410 3.565
C 1.803 1.317 3.989
C 0.781 1.185 3.057
C 1.080 1.150 1.700
C 2.401 1.240 1.276
H 4.452 1.433 1.878
H 3.919 1.516 4.292
H 1.570 1.347 5.045
H -0.247 1.110 3.388
H 0.283 1.052 0.973
H 2.634 1.211 0.219
C 6.533 4.251 -1.212
C 6.234 4.295 0.144
C 4.914 4.202 0.569
C 3.893 4.069 -0.364
C 4.192 4.034 -1.720
C 5.512 4.123 -2.144
H 7.562 4.316 -1.542
H 7.030 4.401 0.871
H 4.681 4.233 1.626
H 2.865 3.994 -0.033
H 3.395 3.935 -2.447
H 5.744 4.092 -3.201
C 1.124 3.081 7.237
C 1.029 2.728 8.577
C -0.171 2.896 9.256
C -1.275 3.420 8.595
C -1.177 3.781 7.257
C 0.022 3.610 6.577
H 2.059 2.945 6.706
H 1.890 2.321 9.092
H -0.246 2.618 10.299
H -2.211 3.549 9.123
H -2.036 4.194 6.743
H 0.099 3.888 5.533
C -0.080 -4.365 -6.398
C 0.480 -4.070 -7.634
C 0.152 -2.884 -8.281
C -0.739 -1.995 -7.693
C -1.305 -2.294 -6.460
C -0.975 -3.478 -5.811
H 0.180 -5.286 -5.891
H 1.172 -4.763 -8.094
H 0.591 -2.653 -9.243
H -0.992 -1.071 -8.195
H -2.004 -1.604 -6.004
H -1.416 -3.710 -4.849
C -6.677 -0.744 -0.448
C -5.318 -0.951 -0.250
C -4.514 0.091 0.194
C -5.068 1.342 0.436
C -6.426 1.552 0.229
C -7.231 0.509 -0.211
H -7.305 -1.558 -0.788
H -4.886 -1.924 -0.440
H -3.455 -0.072 0.351
H -4.442 2.154 0.784
H -6.857 2.528 0.413
H -8.289 0.672 -0.370
*
```

Summary:
Structure (SMILES)   BS(C)(=O)=O.c1ccccc1.c1ccccc1.c1ccccc1.c1ccccc1.c1ccccc1.c1ccccc1
Gap between HOMO and LUMO   7.954 eV
HOMO energy   -9.37 eV


[6]
This record from the Open Molecules 2025 dataset describes a molecular structure, C39H28BeF5N4O2PS. The level of theory is ωB97M-V/def2-TZVPD.

Geometry as ORCA input:
```
! RIJCOSX wB97M-V def2-TZVPD def2/J DEFGRID3
* xyz 0 1
Be -1.281 -0.183 -0.515
N -1.075 -1.891 2.175
P -0.713 -0.257 2.559
C -1.038 -0.222 4.376
C -0.800 -1.271 5.264
C -1.038 -1.119 6.621
C -1.513 0.091 7.115
C -1.747 1.145 6.247
C -1.516 0.985 4.884
C 1.111 -0.133 2.578
C 1.973 -1.013 3.075
C 3.430 -0.824 2.975
C 3.964 0.172 2.278
C 3.113 1.147 1.526
C 1.581 1.064 1.780
C -1.938 -2.323 1.183
C -2.511 -3.592 1.339
C -3.437 -4.041 0.432
C -3.802 -3.225 -0.634
C -3.171 -2.018 -0.759
N -2.240 -1.555 0.111
H -0.827 -2.614 2.827
H -0.413 -2.222 4.906
H -0.845 -1.942 7.299
H -1.701 0.207 8.175
H -2.115 2.091 6.626
H -1.702 1.812 4.205
H 1.622 -1.911 3.576
H 4.066 -1.528 3.501
H 5.040 0.295 2.217
H 3.506 2.156 1.637
H 1.135 1.991 2.149
H -2.227 -4.197 2.191
H -3.892 -5.017 0.559
H -4.531 -3.535 -1.370
H -3.381 -1.371 -1.600
C 4.942 0.254 -4.569
C 3.512 -0.076 -4.226
C 2.938 -1.271 -4.658
C 1.619 -1.574 -4.368
C 0.860 -0.674 -3.630
C 1.412 0.518 -3.182
C 2.735 0.808 -3.484
S -0.830 -1.092 -3.321
O -1.541 -0.950 -4.567
O -0.853 -2.378 -2.682
N -1.340 -0.010 -2.235
C -1.806 1.248 -2.616
C -1.832 1.849 -3.859
C -2.393 3.133 -4.018
C -2.927 3.831 -2.972
C -2.898 3.257 -1.682
C -3.432 3.871 -0.531
C -3.387 3.216 0.668
C -2.767 1.960 0.747
N -2.223 1.363 -0.292
C -2.318 1.985 -1.512
H 5.587 -0.618 -4.443
H 5.321 1.058 -3.938
H 5.021 0.575 -5.610
H 3.537 -1.977 -5.222
H 1.175 -2.509 -4.693
H 0.828 1.205 -2.582
H 3.173 1.727 -3.113
H -1.447 1.320 -4.717
H -2.406 3.571 -5.009
H -3.368 4.810 -3.115
H -3.884 4.853 -0.613
H -3.813 3.651 1.562
H -2.710 1.440 1.689
F 0.752 2.037 -0.320
C 1.312 0.886 0.234
C 0.492 -0.311 -0.108
C 1.196 -1.417 -0.307
F 0.628 -2.643 -0.344
C 2.635 -1.473 -0.588
F 3.128 -2.634 -1.020
C 3.393 -0.390 -0.551
F 4.665 -0.400 -0.963
C 2.887 0.881 0.007
F 3.340 1.940 -0.756
*
```

Summary:
Gap between HOMO and LUMO   7.577 eV
HOMO energy   -7.73 eV
ΔE to the lowest compared entry with this formula, charge and spin   0.0 kcal per mole


[7]
This record from the Open Molecules 2025 dataset describes a molecular structure, C36H49AlF9O30. The level of theory is ωB97M-V/def2-TZVPD.

Geometry as ORCA input:
```
! RIJCOSX wB97M-V def2-TZVPD def2/J DEFGRID3
* xyz -1 1
C 1.452 1.817 -3.840
C 1.343 1.245 -2.415
C 2.588 0.485 -1.925
C 3.151 0.893 -0.555
O 2.644 0.179 0.530
Al 1.019 0.501 1.196
C 0.385 -1.199 2.092
C -0.386 -2.002 1.064
O -0.007 -3.404 1.071
C 1.036 2.079 2.438
C 2.291 2.174 3.312
C 2.532 3.519 3.989
O 1.345 4.059 4.582
H 2.317 1.417 -4.372
H 0.548 1.612 -4.418
H 1.567 2.901 -3.816
H 1.104 2.037 -1.706
H 0.485 0.572 -2.373
H 2.411 -0.593 -1.885
H 3.388 0.657 -2.654
H 3.030 1.984 -0.431
H 4.237 0.716 -0.600
H -0.090 0.803 0.040
H -0.232 -0.975 2.966
H 1.260 -1.794 2.376
H -0.183 -1.632 0.053
H -1.466 -1.899 1.212
H -0.235 -3.744 0.195
H 0.939 2.993 1.839
H 0.141 2.052 3.071
H 2.260 1.393 4.082
H 3.166 1.959 2.688
H 2.935 4.220 3.252
H 3.263 3.428 4.799
H 1.074 4.828 4.068
C 3.515 6.439 -0.303
C 3.193 4.990 -0.017
O 2.900 4.490 -1.317
C 3.587 5.240 -2.216
O 3.760 4.947 -3.353
O 4.044 6.371 -1.635
F 2.114 4.871 0.789
H 2.595 7.021 -0.307
H 4.234 6.886 0.371
H 4.007 4.405 0.413
C -5.927 -2.815 -0.250
C -4.733 -2.990 0.666
O -4.152 -1.701 0.643
C -5.138 -0.795 0.415
O -5.057 0.373 0.571
O -6.248 -1.438 -0.046
F -3.840 -3.886 0.183
H -5.634 -2.986 -1.288
H -6.779 -3.435 0.009
H -4.980 -3.266 1.693
C 0.568 -1.151 5.743
C -0.822 -0.952 6.315
O -0.873 -1.931 7.342
C 0.399 -2.189 7.748
O 0.681 -2.792 8.731
O 1.282 -1.650 6.886
F -1.807 -1.196 5.425
H 0.561 -1.904 4.955
H 1.029 -0.240 5.374
H -0.992 0.030 6.761
C -1.087 -5.654 3.025
C -1.371 -5.404 4.491
O -2.720 -4.959 4.463
C -3.312 -5.467 3.361
O -4.493 -5.466 3.176
O -2.405 -5.987 2.528
F -0.593 -4.437 5.025
H -0.728 -4.744 2.535
H -0.407 -6.480 2.839
H -1.316 -6.284 5.136
C 8.577 4.925 1.420
C 8.788 6.392 1.748
O 7.485 6.923 1.612
C 6.591 5.918 1.825
O 5.428 6.069 1.991
O 7.222 4.725 1.823
F 9.618 7.008 0.874
H 8.666 4.763 0.344
H 9.230 4.247 1.959
H 9.145 6.587 2.761
C -1.700 6.739 -1.929
C -0.508 5.914 -1.481
O 0.274 6.882 -0.799
C -0.544 7.867 -0.345
O -0.235 8.696 0.441
O -1.763 7.755 -0.924
F 0.200 5.425 -2.521
H -1.492 7.198 -2.897
H -2.634 6.187 -1.964
H -0.739 5.099 -0.793
C -0.367 -1.688 -5.694
C -1.756 -1.401 -5.168
O -1.912 -2.387 -4.170
C -0.670 -2.742 -3.719
O -0.459 -3.380 -2.747
O 0.277 -2.252 -4.551
F -2.714 -1.586 -6.122
H -0.408 -2.449 -6.478
H 0.163 -0.813 -6.053
H -1.888 -0.413 -4.727
C -5.255 -8.821 1.789
C -6.430 -8.173 2.495
O -6.541 -8.952 3.672
C -5.320 -9.487 3.948
O -5.023 -10.005 4.970
O -4.496 -9.333 2.886
F -7.584 -8.272 1.786
H -5.599 -9.650 1.167
H -4.655 -8.129 1.206
H -6.263 -7.130 2.765
C -2.690 -1.440 -10.326
C -1.674 -2.463 -9.853
O -0.709 -1.655 -9.211
C -1.323 -0.512 -8.786
O -0.860 0.254 -8.013
O -2.543 -0.404 -9.355
F -1.093 -3.129 -10.879
H -2.409 -1.063 -11.310
H -3.714 -1.799 -10.336
H -2.059 -3.192 -9.137
*
```

Summary:
Gap between HOMO and LUMO   6.462 eV
HOMO energy   -4.83 eV


Asked for strongest force on any atom across the records above, the calculation gives 1.348, 5.178, 0.764, 4.029, 3.883, 0.585, 0.466 eV/Å in order.